The following is a quantum chemistry calculation of a 3-piece molecular cluster, C3H10O3 overall at a distorted geometry, from the Open Molecules 2025 dataset.

Last columns: bonded neighbours and bond lengths (Å).
Positions of all 16 atoms, in Å:
1 C -1.8234 0.7212 -0.1152  C2 1.339, H5 1.091, H6 1.081
2 C -0.5403 1.0854 0.0056  C1 1.339, O3 1.378, C4 1.455
3 O 0.3239 0.0304 -0.1892  C2 1.378, H7 0.952
4 C 0.0283 2.3570 0.4268  C2 1.455, H8 1.093, H9 1.112, H10 1.103
5 H -2.5333 1.5352 -0.2716  C1 1.091
6 H -2.1275 -0.2441 -0.4962  C1 1.081
7 H 1.1590 0.0609 0.2659  O3 0.952
8 H -0.7085 3.1630 0.3788  C4 1.093
9 H 0.2180 2.4411 1.5195  C4 1.112
10 H 0.9075 2.5274 -0.2173  C4 1.103
11 H -0.5682 -3.7504 1.3041  O13 0.951
12 H -1.5331 -4.9183 1.6290  O13 0.966
13 O -0.6647 -4.5411 1.8228  H11 0.951, H12 0.966
14 H 2.5233 1.4082 -2.6783  O16 0.959
15 H 1.5669 0.4178 -1.8833  O16 0.970
16 O 2.2866 1.0642 -1.8152  H14 0.959, H15 0.970

total charge: 0
DFT total energy: -345.97963 Ha
ΔE to the lowest compared entry with this formula, charge and spin: 91.4 kJ/mol
gap between HOMO and LUMO: 9.57 eV
E_LUMO: 0.6 eV
HOMO level: -8.93 eV
structure (SMILES): C=C(C)O.O.O